Model P:
Entry from the OMol25 dataset: a 2-piece molecular cluster, C6H6O overall (ωB97M-V with the def2-TZVPD basis set).

Each line ends with the natural charge from an NBO analysis.
Positions of all 13 atoms, in Å:
O 0.088 -0.851 2.417  -0.639
C -1.035 0.346 -1.167  -0.029
C -0.744 1.522 -0.897  -0.241
C 1.604 1.030 -0.030  -0.137
C 0.727 -0.958 1.252  0.116
C 1.236 0.062 0.634  -0.142
C -1.204 -0.914 -1.318  -0.477
H -2.184 -1.197 -1.012  0.221
H 2.339 1.764 0.046  0.216
H -1.000 2.416 -1.340  0.207
H -0.756 -1.371 -2.169  0.220
H 1.338 -1.825 1.168  0.197
H -0.410 -0.024 2.417  0.488

Output
M ... 94.11 g/mol
E_HOMO (spin up / spin down) ... -8.2 / -7.9 eV
Frontier orbital gap (spin up / spin down) ... 0.2857 / 0.2650 hartree


Model Q:
Entry from the OMol25 dataset: C6H6O as an isolated structure (ωB97M-V with the def2-TZVPD basis set).

Each line ends with the natural charge from an NBO analysis.
Positions of all 13 atoms, in Å:
O -1.836 0.821 0.198  -0.505
C 2.073 -0.718 -1.561  -0.217
C -0.381 -0.781 1.367  -0.490
C 0.162 0.069 0.038  -0.182
C 1.205 -0.348 -0.813  -0.038
C -1.215 -0.439 0.199  0.117
C -0.538 1.439 0.086  -0.050
H 0.366 -0.025 1.676  0.295
H 2.815 -1.053 -2.246  0.237
H -1.590 -1.221 -0.453  0.221
H -0.423 1.947 -0.876  0.201
H -0.046 -1.816 1.330  0.224
H -0.357 2.137 0.914  0.187

Output
M ... 94.11 g/mol
E_HOMO ... -8.6 eV
Frontier orbital gap ... 0.3506 hartree


Q: Which of them is the least stable? A: model P.


Model P:
Entry from the OMol25 dataset: a 4-piece molecular cluster, C4H18NO3 overall (ωB97M-V with the def2-TZVPD basis set).

Each line ends with the Mulliken spin population.
Positions of all 26 atoms, in Å:
O -0.980 1.562 -3.013  0.000
O -1.966 -2.742 2.215  0.079
O 1.951 -1.992 -2.200  0.000
N 0.462 0.053 -1.160  0.015
C -0.195 -0.656 -0.017  0.002
C 0.565 2.520 1.486  0.183
C 0.605 0.965 1.761  0.218
C -0.636 0.281 1.169  0.132
H -1.081 -0.517 1.848  0.162
H 0.754 -0.513 -1.969  0.000
H 0.354 -1.489 0.345  0.006
H -1.583 0.771 0.923  0.019
H 2.026 -2.896 -1.821  0.000
H -0.139 0.730 -1.603  -0.002
H -2.853 -3.233 2.574  0.000
H 1.388 2.803 0.813  0.079
H 0.541 2.965 2.522  -0.005
H 2.470 -2.205 -3.017  0.000
H -1.932 1.540 -3.217  0.000
H 0.778 0.848 2.854  0.081
H -0.603 1.876 -3.869  0.000
H -0.333 2.847 1.008  0.008
H -1.117 -1.156 -0.492  0.003
H 1.274 0.554 -0.899  -0.001
H 1.529 0.449 1.536  0.022
H -1.279 -3.365 2.225  -0.002

Output
M ... 128.19 g/mol
Expectation value of S² ... 0.75
E_HOMO (spin up / spin down) ... -18.5 / -17.9 eV
Net charge ... +2
Frontier orbital gap (spin up / spin down) ... 0.4513 / 0.1429 hartree
Multiplicity ... 2


Model Q:
Entry from the OMol25 dataset: a 4-piece molecular cluster, C4H18NO3 overall (ωB97M-V with the def2-TZVPD basis set).

Each line ends with the Mulliken spin population.
Positions of all 26 atoms, in Å:
O -2.308 -0.436 -1.734  0.686
O -0.516 -1.224 -2.727  0.363
O 0.310 -1.400 2.679  0.000
N 0.110 -0.414 -0.058  -0.010
C 2.299 0.562 0.856  0.000
C 1.423 0.305 -0.338  -0.001
C -0.587 0.406 1.101  -0.001
C -1.179 1.668 0.523  -0.001
H -2.713 -0.825 -2.557  -0.025
H -0.606 -2.099 -3.258  -0.010
H 1.999 1.440 1.460  0.000
H 1.218 1.255 -0.844  -0.001
H 0.859 -2.184 2.528  0.000
H 3.348 0.730 0.607  0.000
H -1.803 0.353 -1.988  -0.008
H -0.548 -0.352 -0.779  0.010
H 1.984 -0.180 -1.145  0.001
H 0.100 0.614 1.919  0.000
H -1.575 1.793 -0.536  0.004
H -1.459 -0.201 1.369  0.000
H -0.438 -1.793 3.177  0.000
H 0.394 -1.317 0.267  0.001
H -0.396 2.466 0.486  0.000
H -0.114 -0.763 -3.492  -0.009
H -2.139 1.938 1.036  0.001
H 2.338 -0.343 1.449  0.000

Output
M ... 128.19 g/mol
Expectation value of S² ... 0.76
E_HOMO (spin up / spin down) ... -18.4 / -18.4 eV
Net charge ... +2
Frontier orbital gap (spin up / spin down) ... 0.3830 / 0.1541 hartree
Multiplicity ... 2


Q: Which of them is the least stable? A: model Q.


Model P:
Entry from the OMol25 dataset: an isolated molecule of C5H5N3 (ωB97M-V with the def2-TZVPD basis set).

Each line ends with the natural charge from an NBO analysis.
Positions of all 13 atoms, in Å:
N -2.948 0.948 0.127  -0.252
N 1.580 2.475 -0.086  -0.280
N 0.525 -1.438 0.298  -0.653
C -0.458 0.564 -0.249  -0.324
C -1.853 0.733 -0.132  0.268
C 0.098 -0.870 -1.055  -0.137
C 0.186 -0.178 1.053  -0.160
C 0.403 1.752 -0.341  0.296
H 1.161 0.480 1.341  0.214
H -0.700 -1.706 -1.618  0.220
H 1.442 -1.861 0.344  0.384
H 0.891 -0.719 -1.734  0.199
H -0.325 -0.179 2.052  0.226

Output
M ... 107.12 g/mol
E_HOMO ... -9.7 eV
Frontier orbital gap ... 0.3441 hartree


Model Q:
Entry from the OMol25 dataset: an isolated molecule of C5H5N3 (ωB97M-V with the def2-TZVPD basis set).

Each line ends with the natural charge from an NBO analysis.
Positions of all 13 atoms, in Å:
N 1.666 -1.156 0.045  -0.264
N 1.660 1.108 -0.087  -0.475
N 0.446 -0.704 0.080  -0.197
C 2.416 -0.078 -0.036  0.126
C 0.388 0.708 -0.014  0.345
C -0.851 -1.216 -0.055  -0.012
C -1.039 1.096 0.024  -0.493
C -1.749 -0.248 -0.025  -0.234
H -1.422 1.827 -0.669  0.259
H -1.185 1.529 1.057  0.260
H -2.805 -0.464 -0.135  0.234
H -1.053 -2.363 -0.188  0.240
H 3.526 -0.038 0.004  0.212

Output
M ... 107.12 g/mol
E_HOMO ... -9.0 eV
Frontier orbital gap ... 0.3643 hartree


Model R:
Entry from the OMol25 dataset: an isolated molecule of C5H5N3 (ωB97M-V with the def2-TZVPD basis set).

Each line ends with the natural charge from an NBO analysis.
Positions of all 13 atoms, in Å:
N 0.045 -1.717 0.134  -0.404
N -0.839 1.058 1.654  -0.585
N -0.726 1.100 -0.708  -0.393
C 1.263 -1.066 -0.199  0.019
C 1.497 0.174 -0.732  -0.321
C -0.983 -0.970 0.375  0.065
C 0.460 1.040 -1.200  0.099
C -0.863 0.434 0.539  0.319
H 2.144 -1.739 -0.149  0.209
H 2.525 0.486 -0.862  0.232
H 0.640 1.711 -2.078  0.205
H -1.924 -1.595 0.449  0.219
H -0.988 0.392 2.377  0.336

Output
M ... 107.12 g/mol
E_HOMO ... -9.8 eV
Frontier orbital gap ... 0.3546 hartree


Model S:
Entry from the OMol25 dataset: an isolated molecule of C5H5N3 (ωB97M-V with the def2-TZVPD basis set).

Each line ends with the natural charge from an NBO analysis.
Positions of all 13 atoms, in Å:
N 0.142 0.412 -1.221  -0.144
N 1.663 -0.379 0.879  -0.415
N 1.456 0.899 -1.090  -0.241
C 2.106 0.572 0.050  0.196
C -2.861 -0.766 0.603  -0.407
C -0.435 -0.012 -0.080  0.023
C 0.282 -0.618 0.824  0.058
C -1.938 -0.030 -0.115  -0.221
H -2.128 0.682 -1.017  0.236
H -3.883 -0.226 0.366  0.241
H 3.140 1.284 0.096  0.219
H -2.615 -1.640 1.360  0.232
H -0.260 -1.502 1.531  0.223

Output
M ... 107.12 g/mol
E_HOMO ... -9.8 eV
Frontier orbital gap ... 0.3371 hartree


Q: Which of them is the least stable? A: model P.